No. 1
Computed, not measured: the molecule C4H6N2O at a distorted geometry, with the ωB97M-V functional and the def2-TZVPD basis.

The geometry in XYZ format:
```
13
Properties=species:S:1:pos:R:3
C 2.292 0.428 -0.331
O 1.431 -0.607 0.121
C 0.115 -0.335 0.127
C -0.886 -1.261 0.358
N -2.035 -0.485 0.403
C -1.692 0.781 0.127
N -0.390 0.917 -0.046
H 2.057 0.693 -1.366
H 3.303 0.019 -0.270
H 2.219 1.328 0.289
H -1.059 -2.192 -0.144
H -2.913 -0.830 0.758
H -2.441 1.544 -0.024
```

For the HOMO-LUMO gap, the calculation gives 9.1 eV. The value obtained for the HOMO energy is -8.1142 eV. Its SMILES is COc1c[nH]cn1. As for the energy above the lowest of the compared OMol25 structures with the same formula, charge and spin: 36.0 kcal/mol.

Charge distribution, Mulliken scheme, values in e:
1. C -0.621
2. O -0.391
3. C 0.609
4. C -0.417
5. N -0.070
6. C -0.212
7. N -0.566
8. H 0.298
9. H 0.230
10. H 0.285
11. H 0.252
12. H 0.203
13. H 0.401

No. 2
Computed, not measured: a structure of composition C21H43BF3N4NbO9P at a distorted geometry, with the ωB97M-V functional and the def2-TZVPD basis.

The geometry in XYZ format:
```
83
Properties=species:S:1:pos:R:3
C 3.766 -2.990 2.213
C 2.812 -1.713 2.146
B 2.293 -1.543 0.622
O 3.275 -1.539 -0.405
Nb 0.032 -1.329 0.043
O 0.603 -1.967 -1.859
C -0.491 -0.620 2.124
C -1.658 0.448 2.203
C -1.207 1.832 2.870
O -1.519 2.946 2.002
C -2.135 -1.289 -0.698
P -2.387 -1.936 -2.430
O -1.823 -1.018 -3.459
O -4.071 -1.919 -2.657
O -1.919 -3.512 -2.589
C 0.493 0.815 -0.677
C 1.091 1.730 0.298
C 1.419 3.095 -0.171
C 1.129 3.412 -1.580
C 0.517 2.357 -2.379
N 0.194 1.096 -1.987
C -0.151 -3.565 0.661
F 0.532 -4.348 -0.283
F 0.339 -3.819 1.955
F -1.479 -4.013 0.595
H 4.607 -2.877 1.489
H 4.203 -3.052 3.240
H 3.123 -3.882 1.971
H 1.993 -1.780 2.901
H 3.428 -0.799 2.388
H 3.064 -2.191 -1.094
H 1.282 -1.339 -2.171
H 0.440 -0.130 2.545
H -0.673 -1.503 2.805
H -2.116 0.723 1.222
H -2.450 0.027 2.885
H -0.128 1.830 3.166
H -1.844 2.002 3.782
H -1.373 2.682 1.077
H -2.830 -1.798 0.025
H -2.423 -0.199 -0.772
H -4.468 -1.677 -1.800
H -1.727 -3.643 -3.539
H 1.345 1.494 1.351
H 1.872 3.838 0.526
H 1.391 4.422 -1.957
H 0.294 2.614 -3.447
C -4.740 6.099 -0.829
C -3.986 5.031 -0.076
O -4.443 3.911 0.088
N -2.763 5.352 0.425
C -2.062 6.615 0.334
H -5.692 5.694 -1.165
H -4.937 6.953 -0.178
H -4.170 6.416 -1.705
H -2.314 4.591 0.918
H -1.108 6.446 -0.171
H -1.868 6.979 1.345
H -2.632 7.360 -0.214
C 5.554 5.419 -3.709
C 4.403 4.693 -3.059
O 3.264 5.137 -3.071
N 4.660 3.510 -2.444
C 5.927 2.819 -2.318
H 5.189 6.342 -4.155
H 6.311 5.670 -2.964
H 5.991 4.803 -4.498
H 3.839 3.085 -2.032
H 5.832 1.834 -2.779
H 6.150 2.694 -1.257
H 6.738 3.363 -2.795
C -2.317 -6.503 2.148
C -2.687 -7.711 2.966
O -2.961 -7.638 4.156
N -2.713 -8.920 2.337
C -2.424 -9.214 0.948
H -2.339 -5.618 2.780
H -1.308 -6.614 1.747
H -3.032 -6.365 1.336
H -2.968 -9.683 2.945
H -3.306 -9.675 0.499
H -1.594 -9.923 0.908
H -2.160 -8.320 0.389
```

For the HOMO-LUMO gap, the calculation gives 6.2 eV. The value obtained for the HOMO energy is -4.6409 eV. The net charge is -1.

Charge distribution, Mulliken scheme, values in e:
1. C -1.128
2. C -0.237
3. B 0.519
4. O -0.692
5. Nb -0.848
6. O -0.751
7. C -0.412
8. C -0.427
9. C -0.529
10. O -0.602
11. C -0.991
12. P 0.913
13. O -0.631
14. O -0.593
15. O -0.452
16. C 1.353
17. C -0.468
18. C -0.464
19. C -0.537
20. C -0.639
21. N -0.140
22. C 0.556
23. F -0.277
24. F -0.237
25. F -0.296
26. H 0.240
27. H 0.369
28. H 0.260
29. H 0.180
30. H 0.307
31. H 0.303
32. H 0.213
33. H 0.053
34. H 0.412
35. H 0.118
36. H 0.460
37. H 0.283
38. H 0.290
39. H 0.278
40. H 0.575
41. H 0.419
42. H 0.332
43. H 0.310
44. H 0.211
45. H 0.337
46. H 0.620
47. H 0.359
48. C -1.378
49. C 0.955
50. O -0.644
51. N 0.012
52. C -0.940
53. H 0.295
54. H 0.356
55. H 0.350
56. H 0.156
57. H 0.248
58. H 0.293
59. H 0.396
60. C -1.395
61. C 0.947
62. O -0.611
63. N -0.022
64. C -0.938
65. H 0.310
66. H 0.348
67. H 0.347
68. H 0.046
69. H 0.286
70. H 0.283
71. H 0.397
72. C -1.023
73. C 0.494
74. O -0.669
75. N -0.147
76. C -0.766
77. H 0.337
78. H 0.332
79. H 0.360
80. H 0.224
81. H 0.266
82. H 0.265
83. H 0.313

No. 3
Computed, not measured: a structure of composition C15H26N2O22S5 at a distorted geometry, with the ωB97M-V functional and the def2-TZVPD basis.

The geometry in XYZ format:
```
70
Properties=species:S:1:pos:R:3
N 2.327 1.621 1.984
C 1.769 0.575 1.594
O 0.930 -0.283 0.763
C -0.422 -0.104 1.296
C -1.573 0.574 0.367
N -2.732 0.602 1.368
C -2.585 -0.535 2.363
O -3.283 -0.775 3.413
C -1.272 -1.376 1.822
H -0.325 0.573 2.246
H -1.969 -0.245 -0.374
H -1.336 1.572 -0.177
H -2.493 1.509 1.846
H -0.811 -2.072 2.625
H -1.614 -1.997 0.887
C 5.089 -1.445 1.934
C 3.923 -2.036 1.152
O 4.395 -3.295 0.675
S 5.445 -3.909 1.755
O 4.739 -4.842 2.590
O 6.660 -4.241 1.068
O 5.689 -2.548 2.611
H 5.835 -1.011 1.262
H 4.763 -0.689 2.651
H 3.615 -1.400 0.320
H 3.064 -2.222 1.805
C -4.564 3.241 -3.370
C -3.386 2.293 -3.563
O -2.267 2.965 -2.982
S -2.787 3.868 -1.734
O -2.571 3.123 -0.522
O -2.316 5.211 -1.919
O -4.375 3.823 -2.081
H -4.549 4.045 -4.112
H -5.523 2.722 -3.416
H -3.198 2.071 -4.615
H -3.540 1.357 -3.015
C 1.729 0.555 -4.153
C 2.255 1.582 -5.148
O 1.387 2.706 -5.015
S 0.873 2.801 -3.473
O 1.698 3.751 -2.781
O -0.573 2.869 -3.473
O 1.322 1.307 -3.010
H 0.851 0.035 -4.549
H 2.490 -0.178 -3.875
H 2.249 1.209 -6.173
H 3.267 1.903 -4.884
C -5.255 -0.035 6.975
C -4.735 0.994 5.981
O -5.600 2.120 6.125
S -6.100 2.209 7.669
O -5.268 3.156 8.358
O -7.534 2.280 7.678
O -5.652 0.714 8.124
H -6.137 -0.551 6.584
H -4.494 -0.770 7.244
H -4.750 0.625 4.954
H -3.720 1.313 6.238
C 2.888 -3.303 -3.957
C 4.058 -4.256 -4.165
O 5.184 -3.591 -3.597
S 4.686 -2.684 -2.338
O 4.910 -3.428 -1.127
O 5.162 -1.343 -2.529
O 3.094 -2.723 -2.669
H 2.898 -2.499 -4.699
H 1.925 -3.818 -3.993
H 4.232 -4.477 -5.219
H 3.907 -5.192 -3.617
```

For the HOMO-LUMO gap, the calculation gives 10.0 eV. The value obtained for the HOMO energy is -10.3848 eV.

Charge distribution, Mulliken scheme, values in e:
1. N -0.527
2. C 0.493
3. O -0.062
4. C 0.065
5. C -0.386
6. N -0.336
7. C 0.364
8. O -0.549
9. C -0.591
10. H 0.235
11. H 0.153
12. H 0.252
13. H 0.338
14. H 0.325
15. H 0.297
16. C -0.332
17. C -0.052
18. O -0.214
19. S 1.090
20. O -0.573
21. O -0.540
22. O -0.347
23. H 0.290
24. H 0.330
25. H 0.149
26. H 0.237
27. C -0.438
28. C -0.346
29. O 0.070
30. S 1.021
31. O -0.570
32. O -0.565
33. O -0.319
34. H 0.308
35. H 0.349
36. H 0.340
37. H 0.241
38. C 0.115
39. C -0.514
40. O -0.354
41. S 1.005
42. O -0.601
43. O -0.441
44. O -0.259
45. H 0.264
46. H -0.077
47. H 0.329
48. H 0.358
49. C -0.325
50. C -0.154
51. O -0.316
52. S 1.102
53. O -0.538
54. O -0.527
55. O -0.311
56. H 0.313
57. H 0.298
58. H 0.203
59. H 0.255
60. C -0.363
61. C -0.402
62. O -0.326
63. S 1.068
64. O -0.427
65. O -0.609
66. O -0.185
67. H 0.285
68. H 0.321
69. H 0.327
70. H 0.282

No. 4
Computed, not measured: the molecule C18H22ClO7P at a distorted geometry, with the ωB97M-V functional and the def2-TZVPD basis.

The geometry in XYZ format:
```
49
Properties=species:S:1:pos:R:3
C -0.803 3.197 -2.046
O 0.072 2.254 -1.432
C -0.305 1.804 -0.077
C -1.673 1.094 -0.087
C -2.667 1.483 0.826
C -3.781 0.723 0.988
C -3.962 -0.454 0.248
C -3.063 -0.809 -0.752
O -3.307 -1.987 -1.442
P -2.510 -2.437 -2.807
O -1.066 -2.581 -2.570
O -2.677 -1.409 -3.962
O -3.048 -3.793 -3.324
C -1.884 -0.012 -0.898
O -0.239 2.938 0.787
O 0.970 2.480 1.472
C 0.924 1.249 0.791
C 2.201 0.923 0.024
C 2.059 -0.472 -0.638
C 1.897 -1.578 0.417
C 0.587 -1.264 1.168
C 0.672 0.119 1.811
C 1.888 0.061 2.787
C 3.177 -0.269 2.036
Cl 4.553 -0.220 3.202
C 3.073 -1.597 1.379
C 3.420 0.854 0.982
H -1.865 2.815 -2.163
H -0.438 3.395 -3.054
H -0.854 4.126 -1.478
H -2.608 2.352 1.479
H -4.511 0.993 1.766
H -4.822 -1.053 0.349
H -2.125 -1.823 -4.618
H -2.838 -4.320 -2.550
H -1.155 -0.315 -1.645
H 2.348 1.697 -0.737
H 1.183 -0.462 -1.304
H 2.932 -0.597 -1.256
H 1.813 -2.559 -0.063
H 0.340 -1.986 1.951
H -0.262 -1.340 0.456
H -0.264 0.273 2.323
H 2.017 1.024 3.297
H 1.776 -0.768 3.494
H 3.995 -1.839 0.848
H 2.900 -2.387 2.107
H 4.361 0.669 0.426
H 3.568 1.809 1.490
```

For the HOMO-LUMO gap, the calculation gives 9.7 eV. The value obtained for the HOMO energy is -9.4964 eV. Its SMILES is CO[C@]1(c2cccc(OP(=O)(O)O)c2)OO[C@]12[C@@H]1C[C@@H]3C[C@H]2C[C@@](Cl)(C3)C1. As for the energy above the lowest of the compared OMol25 structures with the same formula, charge and spin: 0.0 kcal/mol.

Charge distribution, Mulliken scheme, values in e:
1. C -0.790
2. O -0.401
3. C 1.103
4. C -0.710
5. C -0.451
6. C -0.761
7. C -0.562
8. C 0.595
9. O -0.344
10. P 0.736
11. O -0.518
12. O -0.447
13. O -0.499
14. C -0.090
15. O -0.465
16. O -0.523
17. C 0.534
18. C 0.047
19. C -1.335
20. C 0.433
21. C -0.941
22. C -0.074
23. C -1.835
24. C 1.442
25. Cl -0.216
26. C -1.608
27. C -1.728
28. H 0.226
29. H 0.315
30. H 0.315
31. H 0.462
32. H 0.331
33. H 0.525
34. H 0.352
35. H 0.323
36. H 0.504
37. H 0.674
38. H 0.217
39. H 0.657
40. H 0.358
41. H 0.590
42. H -0.086
43. H 0.713
44. H 0.491
45. H 0.561
46. H 0.442
47. H 0.453
48. H 0.548
49. H 0.441

Look up the HOMO-LUMO gap of the third one. 10.0 eV

Which of these has the lowest HOMO energy? C15H26N2O22S5

Among the records above, which one has the lowest HOMO-LUMO gap? C21H43BF3N4NbO9P

The highest HOMO-LUMO gap belongs to which entry? C15H26N2O22S5